10
Properties=species:S:1:pos:R:3 method="wB97M-V/def2-TZVPD" mol_weight_g_mol=179.99 e_lumo_ev="0.20 / 0.20" de_lowest_kcal_mol=101.2 charge=0 total_energy_ev=-12323.6808 multiplicity=1
C 0.386 2.584 0.023
C -1.032 -1.918 -0.150
C 1.450 1.866 -0.123
C 0.168 -1.725 0.285
I 1.663 -0.134 -0.261
H 0.432 3.661 -0.001
H -0.599 2.303 0.084
H -1.512 -1.422 -0.994
H -1.535 -2.680 0.265
H 0.579 -2.535 0.872



10
Properties=species:S:1:pos:R:3 method="wB97M-V/def2-TZVPD" mol_weight_g_mol=179.99 e_lumo_ev="-2.22 / -0.77" de_lowest_kcal_mol=129.8 charge=0 total_energy_ev=-12322.4386 multiplicity=1
C -2.040 0.323 1.534
C 0.909 -0.574 -0.708
C -1.995 -0.238 0.342
C 1.734 0.135 -1.347
I 3.945 -0.560 -1.499
H -3.020 0.646 1.989
H -1.233 0.856 2.078
H 1.235 -1.266 0.067
H -1.068 -0.147 -0.331
H 1.532 0.824 -2.126



13
Properties=species:S:1:pos:R:3 method="wB97M-V/def2-TZVPD" mol_weight_g_mol=336.90 e_lumo_ev=-0.12 de_lowest_kcal_mol=19.8 charge=0 total_energy_ev=-23966.5543 multiplicity=1
N -1.976 -1.499 0.132
C -1.222 -1.251 1.239
O -1.529 -1.725 2.317
C -0.198 -0.137 1.165
I 0.093 0.670 3.115
C 0.608 0.159 0.134
C 1.846 1.119 0.157
I 3.169 1.526 -1.629
H -1.728 -1.365 -0.924
H -2.743 -2.035 0.372
H 0.400 -0.454 -0.745
H 2.586 0.640 0.870
H 1.361 2.030 0.229